Entry 1:
Below is a structure of composition C5H11NO at a distorted geometry, with properties calculated with the ωB97M-V functional and the def2-TZVPD basis.

Positions of all 18 atoms, in Å:
C 2.33445 0.90334 -0.65750
C -0.97030 -1.49009 -0.34510
C -0.70089 0.24535 1.53220
C -0.65466 0.87949 -0.97502
C -0.33930 -0.16096 0.12537
N 1.16130 -0.24417 0.23390
O 1.68406 -1.27002 0.67850
H 3.20717 0.33572 -0.52607
H 2.28427 1.92476 -0.45021
H -0.46634 -2.32968 0.22105
H -1.97758 -1.50363 -0.02411
H -0.83786 -1.73142 -1.36471
H -1.84774 0.32805 1.38502
H -0.31886 1.21998 1.82033
H -0.38393 -0.42231 2.24340
H 0.26305 1.54341 -1.20034
H -0.84369 0.25447 -1.85367
H -1.59315 1.51771 -0.84306

Multiplicity: 1
DFT total energy, eV: -8894.8811
Strongest force on any atom, eV/A: 5.6
Relative energy (zero: lowest compared OMol25 entry of this formula, charge and spin), eV: 6.816
E_HOMO (alpha / beta), eV: -9.0 / -7.8
Orbital gap (alpha / beta), eV: 9.758 / 7.448

---

Entry 2:
Below is a structure of composition C40H33CrNP2 at a distorted geometry, with properties calculated with the ωB97M-V functional and the def2-TZVPD basis.

Positions of all 77 atoms, in Å:
Cr -0.63909 0.23733 -0.49198
C -0.97525 -2.01102 -2.44379
P -0.10510 -2.41813 -0.79777
C -0.73233 -1.88093 0.89125
C 0.18471 -2.33675 1.85117
C 0.12172 -1.93863 3.16955
C -0.78537 -0.95711 3.55098
C -1.69932 -0.48298 2.62484
C -1.72175 -0.96984 1.31637
C -0.66931 -4.15673 -0.60635
C 0.20552 -5.18084 -0.94438
C -0.13157 -6.49823 -0.69357
C -1.35308 -6.80170 -0.11820
C -2.24120 -5.78579 0.19657
C -1.90099 -4.46756 -0.04219
C -0.10768 -0.93362 -3.01387
C 0.75641 -0.92754 -4.08914
C 1.60107 0.19566 -3.92355
C 1.21674 0.81929 -2.75364
C 1.82527 1.95387 -1.97169
P 1.43217 1.68901 -0.17181
C 2.40584 2.95956 0.73183
C 1.69736 3.68281 1.68690
C 2.35524 4.54557 2.54550
C 3.72980 4.69163 2.44491
C 4.44172 3.97729 1.49229
C 3.78461 3.10945 0.63742
C 2.42455 0.22019 0.26904
C 2.52526 -0.06730 1.63114
C 3.18397 -1.20061 2.05973
C 3.73814 -2.07049 1.13205
C 3.61952 -1.80664 -0.22242
C 2.97170 -0.66388 -0.65565
N 0.17097 0.13408 -2.21454
H -0.90968 -2.91670 -3.05542
H -2.03175 -1.74774 -2.33895
H 0.93786 -3.05208 1.54222
H 0.78641 -2.38168 3.89747
H -0.79143 -0.58639 4.56482
H -2.44432 0.24393 2.91951
H -2.61190 -0.79493 0.72065
H 1.16135 -4.93404 -1.38535
H 0.56327 -7.28896 -0.93447
H -1.61637 -7.83006 0.08322
H -3.19556 -6.02566 0.64175
H -2.58169 -3.67245 0.23147
H 0.78451 -1.62498 -4.90493
H 2.40889 0.48251 -4.57038
H 2.90901 2.00794 -2.13096
H 1.38440 2.92269 -2.25035
H 0.62459 3.54518 1.75471
H 1.79712 5.09025 3.29583
H 4.24819 5.36267 3.11547
H 5.51588 4.09060 1.42717
H 4.34342 2.53952 -0.09128
H 2.06748 0.60763 2.34536
H 3.24867 -1.42576 3.11502
H 4.25668 -2.95781 1.46223
H 4.02359 -2.49413 -0.95221
H 2.87435 -0.47901 -1.71509
C -3.22405 5.20064 -0.07871
C -1.92508 4.79763 -0.41642
C -1.65374 3.47760 -0.65649
C -2.66846 2.49387 -0.63936
C -2.40211 1.11829 -0.91984
C -3.50829 0.31895 -1.15131
C -4.82659 0.75685 -0.97039
C -5.07172 2.02687 -0.53123
C -4.00108 2.93409 -0.38983
C -4.23536 4.28270 -0.05545
H -3.42420 6.23991 0.13330
H -1.14535 5.54218 -0.49893
H -0.64706 3.17460 -0.92339
H -3.38101 -0.71338 -1.46990
H -5.64185 0.06711 -1.15105
H -6.08146 2.35560 -0.32355
H -5.24582 4.58654 0.17798

Multiplicity: 5
DFT total energy, eV: -90503.0135
Strongest force on any atom, eV/A: 1.5
Relative energy (zero: lowest compared OMol25 entry of this formula, charge and spin), eV: 1.558
E_HOMO (alpha / beta), eV: -7.1 / -7.1
Orbital gap (alpha / beta), eV: 6.816 / 7.115

---

Entry 3:
Below is the molecule C5H8O at a distorted geometry, with properties calculated with the ωB97M-V functional and the def2-TZVPD basis.

Positions of all 14 atoms, in Å:
C 0.91148 -0.78520 0.09950
C 0.13098 0.51480 -0.00322
C 0.76081 1.70467 -0.03492
C -1.35262 0.39964 0.03361
C -2.09689 -0.68838 -0.04192
H 2.74268 -1.36976 -0.16957
H 0.65754 -1.14393 1.14554
H 0.53521 -1.48509 -0.69622
H 1.84065 1.69433 0.01805
H 0.25258 2.62526 -0.03801
H -1.86247 1.37250 0.03432
H -1.67423 -1.69354 -0.18745
H -3.15793 -0.62230 -0.09688
O 2.31221 -0.52300 -0.06282

Multiplicity: 1
DFT total energy, eV: -7360.5502
Strongest force on any atom, eV/A: 2.1
Relative energy (zero: lowest compared OMol25 entry of this formula, charge and spin), eV: 1.705
E_HOMO, eV: -8.9
SMILES: C=CC(=C)CO
Orbital gap, eV: 9.763

---

Entry 4:
Below is the molecule C5H5FOS at a distorted geometry, with properties calculated with the ωB97M-V functional and the def2-TZVPD basis.

Positions of all 13 atoms, in Å:
C 1.47180 -0.45545 0.07804
C 2.69631 -0.77002 -0.09964
C 0.65288 0.77668 0.18153
C 1.16300 2.00233 0.42905
C -1.90132 -0.44681 0.45483
H 3.62286 0.04167 -0.51591
H 2.78301 -1.87590 -0.20380
H 0.37852 2.78647 0.45610
H 2.12147 2.17038 0.79676
H -1.27828 -0.98832 1.16532
O -3.04053 -0.60154 0.15913
F 0.75689 -1.71220 -0.00619
S -0.91321 0.71547 -0.57367

Multiplicity: 1
DFT total energy, eV: -20863.0439
Strongest force on any atom, eV/A: 6.5
Relative energy (zero: lowest compared OMol25 entry of this formula, charge and spin), eV: 2.903
E_HOMO, eV: -9.5
SMILES: C=C(F)C(=C)SC=O
Orbital gap, eV: 9.310

---

Copy entry 1 word for word.
Below is a structure of composition C5H11NO at a distorted geometry, with properties calculated with the ωB97M-V functional and the def2-TZVPD basis.

Positions of all 18 atoms, in Å:
C 2.33445 0.90334 -0.65750
C -0.97030 -1.49009 -0.34510
C -0.70089 0.24535 1.53220
C -0.65466 0.87949 -0.97502
C -0.33930 -0.16096 0.12537
N 1.16130 -0.24417 0.23390
O 1.68406 -1.27002 0.67850
H 3.20717 0.33572 -0.52607
H 2.28427 1.92476 -0.45021
H -0.46634 -2.32968 0.22105
H -1.97758 -1.50363 -0.02411
H -0.83786 -1.73142 -1.36471
H -1.84774 0.32805 1.38502
H -0.31886 1.21998 1.82033
H -0.38393 -0.42231 2.24340
H 0.26305 1.54341 -1.20034
H -0.84369 0.25447 -1.85367
H -1.59315 1.51771 -0.84306

Multiplicity: 1
DFT total energy, eV: -8894.8811
Strongest force on any atom, eV/A: 5.6
Relative energy (zero: lowest compared OMol25 entry of this formula, charge and spin), eV: 6.816
E_HOMO (alpha / beta), eV: -9.0 / -7.8
Orbital gap (alpha / beta), eV: 9.758 / 7.448